a:
Computed, not measured: the ion CH5N4 with charge +1, with wB97M-V/def2-TZVPD.

```
10
Properties=species:S:1:pos:R:3
C -0.495 -0.503 -0.510
N 2.060 0.422 0.073
N 1.160 -0.436 -0.128
N -1.252 -0.469 0.674
N -1.157 0.697 -0.152
H 3.012 0.216 0.051
H 1.349 -1.433 -0.292
H -2.073 -0.926 0.660
H -0.607 1.339 0.263
H -1.996 1.093 -0.639
```

Results
* HOMO level (spin up / spin down): -14.3 / -14.3 eV
* M: 73.1 g/mol
* total charge: +1
* LUMO (spin up / spin down): -5.7 / -5.7 eV

These are the natural (NBO) partial charges, in e, on atoms 1 to 6:
1. C 0.15
2. N -0.19
3. N -0.17
4. N -0.41
5. N -0.43
6. H 0.38



b:
Computed, not measured: the ion CH5N4 with charge +1, with wB97M-V/def2-TZVPD.

```
10
Properties=species:S:1:pos:R:3
C 0.575 0.000 -0.106
N 0.437 1.274 -0.035
N 1.678 -0.695 -0.107
N -0.560 -0.743 -0.116
N -1.672 -0.041 -0.094
H 1.418 1.641 -0.003
H 2.622 -0.377 0.056
H -0.384 -1.755 0.118
H -1.577 0.924 -0.199
H -2.538 -0.230 0.485
```

Results
* HOMO level (spin up / spin down): -15.8 / -15.3 eV
* M: 73.1 g/mol
* total charge: +1
* LUMO (spin up / spin down): -7.4 / -7.2 eV

These are the natural (NBO) partial charges, in e, on atoms 1 to 6:
1. C 0.38
2. N -0.51
3. N -0.43
4. N -0.24
5. N -0.34
6. H 0.38



The winner here is b, beating the second structure by 2.314 eV.



a:
Computed, not measured: the ion CH2N3 with charge +1, with wB97M-V/def2-TZVPD.

```
6
Properties=species:S:1:pos:R:3
C -0.491 -0.358 -0.350
N -0.131 1.013 -0.481
N 0.651 1.553 0.135
N 0.236 -0.688 0.553
H -1.412 -0.722 -0.841
H 1.147 -0.798 0.985
```

Results
* HOMO level (spin up / spin down): -16.6 / -16.6 eV
* SMILES: [H]/N=C\[N+]#N
* M: 56.0 g/mol
* total charge: +1
* LUMO (spin up / spin down): -7.9 / -7.9 eV

Per-atom natural (NBO) charges, elementary charge units:
1. C 0.25
2. N 0.04
3. N 0.38
4. N -0.44
5. H 0.29
6. H 0.48



b:
Computed, not measured: a cluster of 2 separate species, CH2N3 in total, with wB97M-V/def2-TZVPD.

```
6
Properties=species:S:1:pos:R:3
C 1.266 0.041 0.058
N -2.286 0.648 0.339
N -0.750 -0.985 -0.205
N -1.513 -0.131 0.027
H 1.862 -0.764 -0.322
H 1.422 1.191 0.104
```

Results
* HOMO level (spin up / spin down): -18.0 / -16.6 eV
* M: 56.0 g/mol
* total charge: +1
* LUMO (spin up / spin down): -7.7 / -9.2 eV

Per-atom natural (NBO) charges, elementary charge units:
1. C 0.16
2. N 0.25
3. N 0.06
4. N 0.10
5. H 0.19
6. H 0.24



The winner here is a, beating the second structure by 3.887 eV.